Computed, not measured: a 2-piece molecular cluster, C4H15N2O overall in a non-equilibrium geometry, with the ωB97M-V functional and the def2-TZVPD basis.

Results
Total charge   +1
Max |F|   2.28 eV/Å
Frontier orbital gap   10.71 eV
Energy above the lowest of the compared OMol25 structures with the same formula, charge and spin   55.0 kJ/mol
E   -9413.0922 eV

Each line ends with the Löwdin charge.
CARTESIAN COORDINATES (ANGSTROEM)
C: 0.59 -2.19 1.11  -0.033
C: 0.37 -0.82 0.50  -0.324
C: 0.35 -0.83 -1.02  -0.149
C: -0.28 0.47 -1.53  -0.257
N: 0.44 1.61 -0.98  0.007
N: 1.44 0.17 1.02  0.216
H: 1.30 -2.79 0.54  0.097
H: 0.90 -2.18 2.14  0.082
H: -0.37 -2.69 1.19  0.097
H: -0.54 -0.34 0.85  0.133
H: -0.28 -1.65 -1.33  0.128
H: 1.33 -1.04 -1.45  0.128
H: -0.31 0.44 -2.62  0.117
H: -1.32 0.46 -1.25  0.094
H: 1.34 1.74 -1.43  0.092
H: -0.12 2.45 -1.06  0.090
H: 1.66 -0.05 1.99  0.166
H: 2.26 0.22 0.44  0.160
H: 1.01 1.04 0.98  0.100
H: -3.51 0.83 0.60  0.057
H: -2.76 2.12 0.79  0.051
O: -2.61 1.18 0.65  -0.053